Formula: C6H31N2O8
Source: the Open Molecules 2025 dataset
Level of theory: the ωB97M-V functional and the def2-TZVPD basis

Cartesian coordinates (Å):
C 2.9377 0.7855 2.4244
C 2.1961 1.8585 1.6392
C 1.2870 1.2756 0.5507
C 0.0066 0.6623 1.1167
C -1.0433 1.7007 1.4873
N -1.8653 2.0303 0.3162
C -3.1480 1.8727 0.2780
N -3.8155 2.0838 -0.8334
H 3.5769 1.2188 3.1860
H 3.5616 0.1873 1.7567
H 2.2491 0.1397 2.9534
H 2.9189 2.5256 1.1708
H 1.6254 2.5053 2.3088
H 1.0299 2.0448 -0.1829
H 1.8763 0.5306 0.0074
H 0.2273 0.0674 1.9946
H -0.4213 -0.0330 0.3978
H -1.6940 1.3255 2.2632
H -0.5883 2.6212 1.8461
H -1.3596 2.2713 -0.5084
H -3.6712 1.5824 1.1649
H -3.3112 2.2543 -1.7045
H -4.8281 1.9669 -0.9055
H -0.4075 3.0970 -2.5035
H -0.8908 1.6069 -2.6174
O -0.8919 2.4093 -2.0368
H 1.2136 -3.1083 0.4569
H 1.2417 -2.5859 1.9702
O 0.7053 -3.0638 1.2998
H 4.9188 -1.5798 -1.4448
H 4.1453 -1.1286 -2.6778
O 4.0323 -1.4637 -1.7797
H -2.7318 -1.1456 1.1808
H -3.8715 -1.0591 2.2549
O -3.3247 -0.5252 1.6816
H -0.7593 -0.6764 -2.9683
H -0.7601 -0.0910 -4.4320
O -0.9381 0.1306 -3.5033
H 0.3579 -2.3531 -1.8419
H -1.0395 -2.0764 -1.2203
O -0.5517 -2.0736 -2.0588
H 2.6481 -2.4522 -1.3575
H 2.0889 -3.9096 -1.5243
O 1.8805 -3.0530 -1.1646
H -0.8654 -2.6620 0.8186
H -2.2187 -3.2762 0.3491
O -1.7284 -2.4380 0.3917

gap between HOMO and LUMO	11.0	eV
E_HOMO	-13.166	eV
energy	-26082.2455	eV
total charge	+1